[1]
ORCA calculation (wB97M-V/def2-TZVPD) on a structure of composition C3HNiO3 in a non-equilibrium geometry.

Geometry as XYZ:
```
8
Properties=species:S:1:pos:R:3:nbo_charge:R:1
C -2.751 -0.578 0.084 0.457
C -1.658 -1.178 0.091 0.406
O -0.351 -0.832 0.022 -0.443
C -0.032 0.486 -0.087 0.456
O 1.111 0.622 -0.586 -0.750
Ni 2.215 1.878 -0.309 0.919
O -3.075 0.665 -0.023 -0.544
H -1.971 1.196 -0.111 0.500
```

Summary:
Lowest unoccupied orbital energy (alpha / beta)   -7.08 / -7.72 eV
Expectation value of S²   2.023
Multiplicity   3
ΔE to the lowest compared entry with this formula, charge and spin   59.3 kcal per mole
Maximum force   5.03 eV Å⁻¹
Frontier orbital gap (alpha / beta)   6.9529 / 6.1988 eV
Molar mass   143.731 g mol⁻¹
Total charge   +1

---

[2]
ORCA calculation (wB97M-V/def2-TZVPD) on a structure of composition C3HO2Pd in a non-equilibrium geometry.

Geometry as XYZ:
```
7
Properties=species:S:1:pos:R:3:nbo_charge:R:1
H 0.544 -1.990 -0.319 0.286
C -0.661 -1.085 0.221 0.493
C 0.503 -0.725 -0.279 -0.328
O -1.788 -0.573 0.180 -0.301
Pd 1.547 0.322 0.452 0.813
O 0.025 1.450 -0.118 -0.683
C -1.134 1.723 -0.107 0.719
```

Summary:
Lowest unoccupied orbital energy (alpha / beta)   -6.08 / -8.16 eV
Expectation value of S²   2.027
Multiplicity   3
ΔE to the lowest compared entry with this formula, charge and spin   47.6 kcal per mole
Maximum force   12.39 eV Å⁻¹
Frontier orbital gap (alpha / beta)   8.3578 / 8.0178 eV
Molar mass   175.459 g mol⁻¹
Total charge   +1

---

[3]
ORCA calculation (wB97M-V/def2-TZVPD) on the ion C3HO3S with charge -1 in a non-equilibrium geometry.

Geometry as XYZ:
```
8
Properties=species:S:1:pos:R:3:nbo_charge:R:1
C 1.145 0.566 -0.399 0.439
C 0.069 -0.299 0.696 -0.231
C -1.126 -0.625 -0.123 0.677
O -1.462 -1.675 -0.670 -0.688
O 1.981 0.028 -1.096 -0.539
O -1.619 0.562 -0.173 -0.709
S 0.237 -0.113 2.257 -0.076
H 0.775 1.555 -0.491 0.127
```

Summary:
Lowest unoccupied orbital energy   3.46 eV
SMILES string   O=CC(=S)C(=O)[O-]
ΔE to the lowest compared entry with this formula, charge and spin   30.1 kcal per mole
Maximum force   4.42 eV Å⁻¹
Frontier orbital gap   7.6066 eV
Molar mass   117.105 g mol⁻¹
Total charge   -1

---

[4]
ORCA calculation (wB97M-V/def2-TZVPD) on a structure of composition C3O2Yb in a non-equilibrium geometry.

Geometry as XYZ:
```
6
Properties=species:S:1:pos:R:3:nbo_charge:R:1
C -2.234 0.378 -0.011 -0.209
C -1.509 -0.667 0.054 -0.223
O -0.151 -0.906 0.101 -0.543
C 0.669 0.186 0.091 0.199
O 0.098 1.269 -0.040 -0.585
Yb 3.127 -0.259 -0.195 1.360
```

Summary:
Lowest unoccupied orbital energy (alpha / beta)   -3.12 / -3.11 eV
Maximum force   3.18 eV Å⁻¹
Frontier orbital gap (alpha / beta)   3.1825 / 3.1637 eV
Molar mass   241.071 g mol⁻¹

---

[5]
ORCA calculation (wB97M-V/def2-TZVPD) on a cluster of 2 separate species, C3S3 in total in a non-equilibrium geometry.

Geometry as XYZ:
```
6
Properties=species:S:1:pos:R:3:nbo_charge:R:1
C -0.884 1.000 1.277 -0.308
C 0.909 -1.004 -1.152 -0.447
C 0.282 -0.095 -0.601 -0.311
S -1.721 2.312 0.901 -0.137
S 1.487 -1.892 -2.462 -0.626
S -0.445 0.131 2.607 -0.171
```

Summary:
Lowest unoccupied orbital energy (alpha / beta)   5.36 / 5.36 eV
ΔE to the lowest compared entry with this formula, charge and spin   89.4 kcal per mole
Maximum force   2.64 eV Å⁻¹
Frontier orbital gap (alpha / beta)   4.1125 / 4.1167 eV
Molar mass   132.234 g mol⁻¹
Total charge   -2

---

[6]
ORCA calculation (wB97M-V/def2-TZVPD) on a cluster of 12 separate species, C40H101N13O16 in total in a non-equilibrium geometry.

Geometry as XYZ:
```
170
Properties=species:S:1:pos:R:3:lowdin_charge:R:1
C 1.069 -3.712 7.499 -0.018
C 1.408 -2.224 7.765 -0.491
C 2.840 -1.928 7.297 -0.144
C 3.280 -0.469 7.285 -0.170
C 2.283 0.454 6.568 -0.131
C 0.842 0.148 6.913 -0.488
N 0.553 -1.301 7.016 -0.094
O -0.823 -1.593 7.085 -0.016
C 0.409 1.002 8.125 -0.027
C -0.015 0.666 5.745 -0.055
C 1.333 -2.010 9.290 -0.037
H 0.284 -3.999 8.199 0.082
H 1.926 -4.379 7.596 0.085
H 0.660 -3.940 6.512 0.064
H 3.517 -2.601 7.829 0.120
H 2.989 -2.273 6.267 0.119
H 4.291 -0.366 6.885 0.109
H 3.442 -0.120 8.310 0.102
H 2.484 0.600 5.506 0.105
H 2.449 1.440 7.011 0.112
H -0.639 0.898 8.414 0.087
H 1.059 0.674 8.937 0.068
H 0.468 2.073 7.930 0.081
H 0.214 0.204 4.783 0.069
H -1.073 0.522 5.983 0.076
H -0.027 1.757 5.677 0.081
H 0.337 -1.790 9.683 0.088
H 1.892 -1.125 9.604 0.060
H 1.712 -2.823 9.913 0.083
H -0.930 -1.932 6.187 0.033
C 2.607 -0.019 -2.993 0.005
C 1.969 -0.160 -4.435 -0.452
C 1.438 1.213 -4.953 -0.151
C 2.558 2.097 -5.449 -0.164
C 3.307 1.371 -6.567 -0.133
C 3.918 0.023 -6.164 -0.502
N 2.856 -0.736 -5.455 -0.121
O 3.137 -2.098 -5.303 -0.016
C 4.376 -0.717 -7.429 -0.034
C 5.080 0.244 -5.207 -0.032
C 0.814 -1.111 -4.361 -0.046
H 1.852 0.337 -2.291 0.071
H 3.323 0.804 -3.011 0.059
H 3.129 -0.942 -2.746 0.084
H 0.659 1.092 -5.680 0.064
H 0.899 1.621 -4.094 0.106
H 3.295 2.445 -4.719 0.105
H 2.081 3.046 -5.710 0.116
H 4.104 2.011 -6.954 0.120
H 2.586 1.236 -7.378 0.123
H 4.995 -0.055 -8.039 0.084
H 4.932 -1.627 -7.208 0.080
H 3.579 -0.994 -8.123 0.084
H 4.864 0.767 -4.275 0.058
H 5.389 -0.714 -4.780 0.091
H 5.880 0.788 -5.711 0.089
H 0.278 -1.170 -5.303 0.075
H 0.123 -0.726 -3.623 0.055
H 1.103 -2.141 -4.156 0.096
H 2.631 -2.501 -6.015 0.105
C -4.031 1.874 -7.223 -0.034
C -4.570 0.963 -6.128 -0.485
C -4.463 -0.518 -6.646 -0.148
C -3.076 -1.080 -6.672 -0.181
C -2.430 -0.931 -5.275 -0.128
C -2.500 0.504 -4.702 -0.444
N -3.873 1.008 -4.808 -0.118
O -4.051 2.212 -4.131 -0.015
C -2.167 0.346 -3.198 -0.016
C -1.388 1.292 -5.444 -0.019
C -6.054 1.233 -5.837 -0.042
H -4.864 2.098 -7.897 0.085
H -3.298 1.398 -7.874 0.072
H -3.678 2.867 -6.938 0.086
H -5.114 -1.202 -6.099 0.122
H -4.768 -0.444 -7.694 0.119
H -2.479 -0.580 -7.434 0.105
H -3.179 -2.161 -6.769 0.114
H -1.409 -1.237 -5.447 0.076
H -2.936 -1.666 -4.644 0.113
H -1.151 -0.017 -3.093 0.044
H -2.013 1.282 -2.652 0.074
H -2.877 -0.274 -2.658 0.062
H -1.316 2.364 -5.235 0.088
H -0.427 0.763 -5.210 0.023
H -1.433 1.355 -6.536 0.088
H -6.389 0.745 -4.925 0.087
H -6.615 0.938 -6.728 0.082
H -6.298 2.297 -5.792 0.079
H -3.624 2.911 -4.654 0.089
C 4.176 -1.300 2.016 -0.236
C 3.226 -0.111 1.823 -0.181
O 3.259 0.243 0.421 -0.105
O 5.530 -0.850 2.160 -0.054
H 4.093 -1.942 1.170 0.055
H 3.907 -1.779 2.955 0.133
H 3.591 0.702 2.455 0.114
H 2.206 -0.397 2.083 0.068
H 4.083 -0.024 0.003 0.094
H 5.898 -1.402 2.851 0.081
C 2.651 -2.505 -0.222 -0.219
C 2.010 -3.253 0.966 -0.141
O 2.239 -2.495 2.200 -0.134
O 4.004 -2.984 -0.407 -0.066
H 2.703 -1.447 -0.003 0.064
H 2.020 -2.699 -1.091 0.122
H 2.352 -4.285 0.986 0.129
H 0.939 -3.211 0.735 0.098
H 1.692 -1.727 2.031 0.028
H 4.580 -2.329 -0.014 0.048
C -1.175 -2.946 4.285 -0.224
C -1.378 -4.078 3.290 -0.239
O -1.657 -5.365 3.805 -0.041
O -2.260 -2.679 5.161 -0.070
H -0.991 -2.039 3.705 0.104
H -0.241 -3.094 4.836 0.108
H -0.480 -4.061 2.660 0.112
H -2.134 -3.861 2.531 0.103
H -2.414 -5.669 3.302 0.085
H -2.333 -3.438 5.751 0.109
C -0.532 -0.235 1.588 -0.185
C -0.220 0.276 0.186 -0.172
O -0.310 1.681 0.095 -0.105
O 0.482 -0.069 2.604 -0.123
H -0.850 -1.279 1.526 0.089
H -1.429 0.229 2.012 0.100
H -0.857 -0.236 -0.539 0.111
H 0.806 -0.020 -0.041 0.109
H -1.235 1.940 0.262 0.066
H 0.584 0.890 2.638 0.031
C -2.758 -2.397 -0.382 -0.693
O -1.831 -2.916 0.239 0.000
N -3.106 -2.784 -1.616 0.169
N -3.420 -1.310 0.065 0.188
H -3.836 -2.341 -2.142 0.096
H -2.480 -3.462 -2.018 0.116
H -4.162 -0.918 -0.488 0.112
H -3.245 -1.008 1.012 0.060
C 1.207 2.810 2.780 -0.664
O 0.056 2.622 3.170 -0.008
N 1.571 2.636 1.494 0.188
N 2.237 3.058 3.634 0.186
H 2.481 2.785 1.090 0.113
H 0.868 2.343 0.803 0.042
H 2.131 3.028 4.632 0.100
H 3.133 2.920 3.200 0.095
C -3.029 3.941 0.891 -0.640
O -2.650 3.052 0.145 -0.006
N -4.023 4.820 0.608 0.185
N -2.440 4.133 2.099 0.182
H -4.451 4.694 -0.293 0.113
H -4.260 5.544 1.258 0.104
H -1.582 3.630 2.282 0.068
H -2.892 4.640 2.838 0.105
C -0.597 4.184 -2.986 -0.703
O -0.492 4.596 -4.144 -0.010
N 0.432 3.602 -2.329 0.174
N -1.761 4.177 -2.302 0.177
H 0.253 3.100 -1.475 0.069
H 1.311 3.710 -2.803 0.104
H -2.510 4.503 -2.890 0.102
H -1.889 3.592 -1.487 0.048
C -3.885 0.664 3.123 -0.702
O -4.769 1.305 2.586 0.025
N -3.867 -0.700 3.101 0.167
N -2.934 1.266 3.878 0.187
H -4.508 -1.185 2.501 0.102
H -3.146 -1.184 3.612 0.075
H -2.085 0.870 4.242 0.066
H -3.131 2.248 3.959 0.097
```

Summary:
Lowest unoccupied orbital energy   0.40 eV
SMILES string   CC1(C)CCCC(C)(C)N1O.CC1(C)CCCC(C)(C)N1O.CC1(C)CCCC(C)(C)N1O.NC(N)=O.NC(N)=O.NC(N)=O.NC(N)=O.NC(N)=O.OCCO.OCCO.OCCO.OCCO
ΔE to the lowest compared entry with this formula, charge and spin   33.0 kcal per mole
Maximum force   3.57 eV Å⁻¹
Frontier orbital gap   8.2903 eV
Molar mass   1020.323 g mol⁻¹

---

[7]
ORCA calculation (wB97M-V/def2-TZVPD) on a cluster of 9 separate species, C40H103N5O13 in total in a non-equilibrium geometry.

Geometry as XYZ:
```
161
Properties=species:S:1:pos:R:3:lowdin_charge:R:1
C 3.334 -2.743 9.292 -0.064
C 4.055 -1.430 8.872 -0.403
C 5.113 -1.714 7.720 -0.068
O 3.049 -0.592 8.178 -0.081
H 2.654 -2.361 10.054 0.068
H 3.911 -3.543 9.756 0.078
H 2.692 -3.071 8.475 0.078
H 4.470 -0.984 9.776 0.123
H 5.965 -2.382 7.844 0.070
H 5.554 -0.808 7.304 0.058
H 4.593 -1.993 6.804 0.073
H 3.577 0.103 7.777 0.068
C -7.045 -5.475 3.761 -0.050
C -8.093 -4.522 3.239 -0.515
C -9.222 -5.172 2.383 -0.051
O -8.757 -3.923 4.290 -0.054
H -7.160 -5.825 4.787 0.088
H -6.143 -4.870 3.855 0.070
H -6.707 -6.171 2.993 0.082
H -7.668 -3.677 2.697 0.127
H -8.928 -5.328 1.345 0.075
H -10.220 -4.735 2.353 0.071
H -9.392 -6.131 2.872 0.079
H -9.622 -3.681 3.951 0.077
C -1.772 -2.569 0.424 -0.029
C -0.636 -2.375 1.546 -0.403
C 0.692 -3.052 1.423 -0.092
O -0.201 -0.979 1.357 -0.118
H -2.740 -2.251 0.813 0.064
H -1.799 -3.649 0.278 0.061
H -1.592 -1.993 -0.483 0.072
H -1.014 -2.449 2.565 0.131
H 0.443 -4.070 1.725 0.075
H 1.382 -2.716 2.196 0.086
H 1.206 -2.997 0.464 0.089
H 0.649 -0.935 0.912 0.063
C -1.576 -8.746 0.974 -0.069
C -0.139 -9.177 1.201 -0.516
C 0.130 -9.427 2.719 -0.059
O 0.151 -10.315 0.445 -0.036
H -2.206 -9.620 1.137 0.076
H -1.664 -8.568 -0.098 0.081
H -1.880 -7.949 1.653 0.082
H 0.461 -8.318 0.903 0.133
H 1.076 -9.958 2.829 0.072
H -0.580 -10.079 3.228 0.072
H 0.148 -8.493 3.280 0.072
H -0.433 -11.005 0.768 0.090
C 7.035 6.921 1.970 -0.153
O 6.185 7.733 2.667 -0.191
C 6.610 8.369 3.845 -0.206
C 5.450 9.257 4.285 -0.191
N 4.175 8.515 4.282 -0.059
C 3.954 7.524 5.356 -0.184
C 2.578 6.769 5.321 -0.204
O 2.483 6.202 4.037 -0.195
C 1.403 5.335 3.832 -0.126
H 6.647 6.563 1.017 0.090
H 7.165 5.887 2.290 0.074
H 8.097 7.166 1.968 0.088
H 7.511 8.897 3.532 0.120
H 6.867 7.604 4.578 0.118
H 5.296 10.080 3.587 0.111
H 5.622 9.867 5.172 0.114
H 4.138 8.077 3.372 0.090
H 4.106 8.042 6.303 0.114
H 4.697 6.729 5.291 0.103
H 1.785 7.515 5.381 0.121
H 2.585 6.005 6.098 0.120
H 1.273 4.741 2.927 0.087
H 0.457 5.791 4.126 0.084
H 1.429 4.508 4.541 0.075
C -8.042 0.935 -2.295 -0.106
O -7.882 0.843 -0.873 -0.194
C -8.168 2.042 -0.160 -0.230
C -7.792 1.773 1.307 -0.247
N -7.481 2.973 2.039 -0.067
C -6.424 2.826 3.082 -0.135
C -6.880 2.025 4.369 -0.261
O -7.713 2.577 5.317 -0.178
C -7.905 1.737 6.416 -0.114
H -7.415 1.707 -2.742 0.078
H -9.064 1.187 -2.580 0.082
H -7.717 0.034 -2.815 0.083
H -9.134 2.526 -0.304 0.116
H -7.562 2.838 -0.592 0.110
H -6.953 1.079 1.264 0.114
H -8.486 1.002 1.641 0.114
H -8.405 3.284 2.301 0.111
H -6.326 3.801 3.559 0.113
H -5.573 2.380 2.567 0.120
H -5.857 1.882 4.716 0.110
H -7.287 1.034 4.172 0.114
H -8.364 0.811 6.069 0.082
H -8.647 2.156 7.095 0.092
H -6.943 1.488 6.863 0.091
C -1.195 2.146 -12.165 -0.092
O -0.749 1.201 -11.179 -0.178
C -0.580 1.795 -9.965 -0.290
C -0.503 0.736 -8.896 -0.196
N -1.764 0.071 -8.527 -0.082
C -1.708 -0.984 -7.472 -0.178
C -2.995 -1.889 -7.316 -0.192
O -2.747 -3.211 -7.769 -0.195
C -2.687 -3.306 -9.189 -0.116
H -0.607 3.052 -12.314 0.085
H -2.247 2.378 -11.998 0.090
H -1.019 1.636 -13.112 0.085
H -1.297 2.600 -9.803 0.124
H 0.403 2.265 -9.986 0.122
H -0.335 1.224 -7.936 0.119
H 0.280 0.037 -9.191 0.118
H -2.491 -0.056 -9.216 0.098
H -1.538 -0.546 -6.489 0.097
H -0.828 -1.608 -7.630 0.108
H -3.843 -1.496 -7.877 0.110
H -3.247 -1.953 -6.257 0.115
H -3.614 -2.989 -9.666 0.082
H -2.545 -4.340 -9.505 0.084
H -1.882 -2.772 -9.694 0.081
C -1.805 3.658 -3.605 -0.105
O -0.690 4.436 -4.014 -0.205
C 0.293 4.841 -3.014 -0.212
C 1.078 3.671 -2.497 -0.175
N 2.008 3.142 -3.563 -0.057
C 3.105 4.016 -3.963 -0.222
C 4.069 3.177 -4.793 -0.211
O 3.707 2.887 -6.167 -0.219
C 4.800 2.513 -7.004 -0.110
H -2.585 4.216 -3.087 0.087
H -1.511 2.713 -3.149 0.077
H -2.182 3.399 -4.594 0.089
H -0.228 5.285 -2.166 0.113
H 0.860 5.704 -3.362 0.117
H 0.339 2.908 -2.253 0.098
H 1.706 3.942 -1.649 0.118
H 1.514 3.137 -4.444 0.096
H 3.659 4.506 -3.162 0.121
H 2.705 4.811 -4.591 0.114
H 4.258 2.206 -4.335 0.119
H 5.005 3.732 -4.859 0.108
H 5.324 1.613 -6.680 0.088
H 5.313 3.414 -7.339 0.089
H 4.219 2.174 -7.861 0.081
C 8.438 -3.014 1.694 -0.081
C 7.885 -4.290 1.092 -0.462
C 8.211 -4.454 -0.368 -0.171
O 7.510 -5.615 -0.957 -0.203
C 6.169 -5.435 -1.352 -0.118
N 8.361 -5.376 1.942 0.045
H 9.504 -2.837 1.553 0.074
H 8.456 -3.108 2.780 0.073
H 7.975 -2.052 1.475 0.075
H 6.801 -4.209 1.183 0.131
H 9.280 -4.385 -0.570 0.125
H 7.935 -3.559 -0.926 0.118
H 5.543 -4.906 -0.633 0.073
H 5.862 -6.479 -1.300 0.098
H 6.103 -4.827 -2.255 0.087
H 7.884 -6.213 1.639 0.067
H 9.217 -5.650 1.481 0.071
```

Summary:
Lowest unoccupied orbital energy   0.27 eV
SMILES string   COC[C@H](C)N.COCCNCCOC.COCCNCCOC.COCCNCCOC.COCCNCCOC.CC(C)O.CC(C)O.CC(C)O.CC(C)O
ΔE to the lowest compared entry with this formula, charge and spin   183.9 kcal per mole
Maximum force   4.54 eV Å⁻¹
Frontier orbital gap   8.4439 eV
Molar mass   862.286 g mol⁻¹